Record 1
C4H6N2O in the gas phase at a distorted geometry. Source: the OMol25 dataset; level of theory: wB97M-V/def2-TZVPD.

Structure (XYZ):
```
13
C4H6N2O | the OMol25 dataset | wB97M-V/def2-TZVPD
C 0.510 1.938 -1.021
O -0.506 0.951 -0.930
C -0.292 -0.115 -0.147
C -1.116 -1.195 -0.030
C -0.441 -2.050 0.883
N 0.726 -1.603 1.235
N 0.865 -0.344 0.615
H 0.132 2.695 -1.712
H 0.697 2.399 -0.045
H 1.441 1.511 -1.408
H -2.056 -1.366 -0.529
H -0.792 -2.968 1.331
H 0.938 0.064 1.550
```

The structure (SMILES) is COc1ccn[nH]1. Its HOMO-LUMO gap is 9.67 eV. The value obtained for the LUMO energy is 0.88 eV. The electronic energy comes out at -340.70300 Ha.

***

Record 2
C7H10S in the gas phase at a distorted geometry. Source: the OMol25 dataset; level of theory: wB97M-V/def2-TZVPD.

Structure (XYZ):
```
18
C7H10S | the OMol25 dataset | wB97M-V/def2-TZVPD
C 1.350 1.987 1.206
C 0.449 1.237 0.651
S 0.387 0.734 -1.155
C -0.726 -0.792 -0.934
C -0.561 -1.831 -2.022
C -0.271 -1.000 0.532
C -0.463 -0.991 2.090
C -0.509 0.268 1.252
H 1.886 2.822 0.640
H 1.244 1.900 2.225
H -1.749 -0.238 -0.890
H -1.120 -2.716 -1.845
H -0.715 -1.406 -2.992
H 0.516 -2.215 -2.018
H 0.867 -1.295 0.380
H 0.280 -1.480 2.630
H -1.428 -1.015 2.516
H -1.587 0.643 1.180
```

The structure (SMILES) is C=C1S[C@@H](C)[C@@H]2C[C@@H]12. Its HOMO-LUMO gap is 9.32 eV. The value obtained for the LUMO energy is 1.03 eV. The electronic energy comes out at -670.74583 Ha.

***

Record 3
A molecular structure, C30H43GeN5O3SSiSr. Source: the OMol25 dataset; level of theory: wB97M-V/def2-TZVPD.

Structure (XYZ):
```
85
C30H43GeN5O3SSiSr | the OMol25 dataset | wB97M-V/def2-TZVPD
Sr -0.742 -0.097 0.932
N -1.862 2.147 -3.490
C -2.425 1.984 -2.247
S -2.653 3.368 -1.275
N -2.831 0.730 -2.034
N -3.157 0.436 -0.771
C -3.813 -0.660 -0.611
C -4.160 -1.174 0.709
C -4.929 -2.341 0.807
C -5.223 -2.859 2.051
C -4.754 -2.207 3.183
C -4.009 -1.053 2.994
N -3.718 -0.542 1.806
H -1.305 2.982 -3.577
H -1.428 1.306 -3.845
H -4.118 -1.244 -1.482
H -5.259 -2.835 -0.097
H -5.797 -3.774 2.141
H -4.936 -2.589 4.179
H -3.604 -0.521 3.849
N -1.835 2.093 1.881
C -0.957 2.964 2.662
C -0.336 2.229 3.854
C 0.934 1.421 3.514
O 1.951 1.663 4.169
O 0.825 0.572 2.567
H -2.124 2.531 1.002
H -2.685 1.860 2.382
H -1.481 3.860 3.024
H -0.165 3.315 1.995
H -1.082 1.539 4.268
H -0.067 2.937 4.638
C 4.568 1.071 -1.785
C 3.326 0.847 -0.920
C 3.463 -0.482 -0.167
C 3.230 1.983 0.107
Si 1.681 0.845 -1.896
O 0.423 0.772 -0.942
C 1.675 -0.598 -3.146
C 2.681 -0.904 -4.069
C 2.577 -1.989 -4.930
C 1.451 -2.801 -4.893
C 0.434 -2.513 -3.995
C 0.548 -1.427 -3.137
C 1.634 2.463 -2.901
C 1.010 3.558 -2.294
C 0.879 4.775 -2.950
C 1.377 4.928 -4.238
C 1.997 3.855 -4.864
C 2.117 2.639 -4.200
H 5.452 1.194 -1.145
H 4.475 1.971 -2.401
H 4.765 0.222 -2.444
H 4.393 -0.497 0.415
H 3.477 -1.336 -0.851
H 2.641 -0.615 0.540
H 4.115 1.984 0.755
H 2.357 1.861 0.750
H 3.170 2.959 -0.387
H 3.572 -0.290 -4.121
H 3.377 -2.202 -5.632
H 1.369 -3.650 -5.562
H -0.452 -3.137 -3.960
H -0.257 -1.196 -2.446
H 0.566 3.432 -1.312
H 0.358 5.591 -2.465
H 1.266 5.873 -4.758
H 2.372 3.960 -5.877
H 2.579 1.807 -4.720
C -1.055 -4.993 4.064
Ge -0.524 -3.203 3.344
C -1.178 -1.971 4.749
C 1.441 -3.133 3.472
C -1.094 -2.758 1.588
H -0.650 -5.154 5.069
H -0.692 -5.790 3.410
H -2.144 -5.067 4.115
H -0.646 -2.160 5.685
H -2.248 -2.101 4.931
H -0.991 -0.935 4.458
H 1.795 -3.452 4.455
H 1.771 -2.106 3.301
H 1.895 -3.774 2.713
H -2.136 -3.058 1.414
H -0.466 -3.339 0.893
```

Its HOMO-LUMO gap is 6.22 eV. Its total charge is -2. The value obtained for the LUMO energy is 4.41 eV. The electronic energy comes out at -4464.01414 Ha.

***

Record 4
13 unconnected molecules or ions with the total composition H26O13 at a distorted geometry. Source: the OMol25 dataset; level of theory: wB97M-V/def2-TZVPD.

Structure (XYZ):
```
39
H26O13 | the OMol25 dataset | wB97M-V/def2-TZVPD
O 1.217 -1.838 -1.236
H 1.498 -2.761 -1.201
H 0.502 -1.786 -1.940
O -1.520 3.108 -0.367
H -2.141 2.398 -0.608
H -1.511 3.128 0.596
O 0.718 2.428 2.079
H 1.254 2.293 1.263
H 1.364 2.546 2.786
O 2.418 0.145 -3.348
H 1.593 0.620 -3.145
H 2.456 -0.561 -2.690
O -0.786 -1.411 -2.906
H -1.420 -0.750 -2.583
H -0.778 -1.291 -3.863
O -0.846 0.148 2.941
H -1.059 0.241 3.880
H -0.143 0.810 2.782
O 0.120 1.687 -2.468
H -0.213 2.535 -2.149
H 0.254 1.177 -1.646
O 2.533 -3.447 0.678
H 1.813 -2.826 0.861
H 2.121 -4.316 0.733
O -3.380 -0.770 2.209
H -2.584 -0.436 2.661
H -3.906 0.015 2.021
O 0.623 -2.297 2.587
H 0.090 -1.499 2.744
H 0.011 -3.030 2.719
O -0.363 0.098 -0.110
H -0.307 0.069 0.850
H 0.341 -0.525 -0.417
O -2.779 0.692 -1.294
H -1.968 0.468 -0.770
H -3.334 -0.093 -1.212
O 2.366 1.875 -0.115
H 3.228 2.224 -0.370
H 2.519 0.935 0.048
```

Its HOMO-LUMO gap is 10.24 eV. The value obtained for the LUMO energy is -0.17 eV. The electronic energy comes out at -993.74457 Ha.

***

Record 5
A molecular structure, C30H36GeN3O3V at a distorted geometry. Source: the OMol25 dataset; level of theory: wB97M-V/def2-TZVPD.

Structure (XYZ):
```
74
C30H36GeN3O3V | the OMol25 dataset | wB97M-V/def2-TZVPD
V 0.963 0.572 -0.024
N 1.363 0.463 2.195
C 2.746 0.249 2.611
C 3.635 1.044 1.673
N 3.363 0.606 0.309
H 1.064 1.421 2.364
H 0.706 -0.148 2.670
H 2.960 -0.819 2.503
H 2.935 0.521 3.659
H 4.689 0.952 1.970
H 3.359 2.101 1.726
H 3.695 -0.340 0.143
H 3.761 1.232 -0.379
C 1.516 7.954 -2.039
O 1.514 6.947 -1.065
C 1.473 5.638 -1.522
C 1.571 5.264 -2.865
C 1.535 3.926 -3.198
C 1.401 2.862 -2.259
C 1.397 1.517 -2.689
C 1.567 1.072 -4.109
O 1.289 0.473 -1.875
C 1.288 3.299 -0.879
O 1.170 2.457 0.125
C 1.338 4.657 -0.562
H 1.481 8.904 -1.506
H 0.645 7.881 -2.701
H 2.424 7.926 -2.655
H 1.674 5.993 -3.656
H 1.611 3.683 -4.248
H 1.611 1.878 -4.835
H 0.744 0.410 -4.396
H 2.483 0.479 -4.217
H 1.253 4.932 0.481
C -0.917 0.286 0.219
Ge -1.659 -1.388 0.594
C -3.630 -1.480 0.665
C -4.351 -0.828 -0.336
C -5.737 -0.862 -0.364
C -6.436 -1.547 0.620
C -5.738 -2.196 1.627
C -4.349 -2.162 1.644
C -1.048 -2.100 2.366
C -1.435 -1.415 3.523
C -0.903 -1.725 4.766
C 0.054 -2.726 4.883
C 0.459 -3.418 3.753
C -0.097 -3.108 2.514
C -1.149 -2.800 -0.698
C -0.648 -2.395 -1.936
C -0.271 -3.329 -2.894
C -0.391 -4.685 -2.631
C -0.903 -5.106 -1.410
C -1.281 -4.167 -0.459
H -1.619 1.094 0.446
H -3.814 -0.275 -1.098
H -6.274 -0.349 -1.153
H -7.518 -1.572 0.603
H -6.275 -2.733 2.401
H -3.821 -2.679 2.437
H -2.153 -0.604 3.448
H -1.228 -1.178 5.643
H 0.483 -2.961 5.851
H 1.206 -4.199 3.826
H 0.230 -3.673 1.647
H -0.520 -1.333 -2.129
H 0.127 -2.993 -3.844
H -0.091 -5.414 -3.374
H -1.010 -6.164 -1.201
H -1.691 -4.515 0.483
N 2.343 -2.312 -0.226
H 2.061 -3.140 -0.750
H 2.015 -1.532 -0.809
H 1.754 -2.324 0.604
```

Its HOMO-LUMO gap (alpha / beta) is 4.10 / 4.02 eV. Its multiplicity is 2. Its total charge is -1. The value obtained for the LUMO energy (alpha / beta) is 2.66 / 2.66 eV. The expectation value of S² is 0.78. The electronic energy comes out at -4575.65789 Ha.

***

Record 6
7 unconnected molecules or ions with the total composition C23H35F5O20P at a distorted geometry. Source: the OMol25 dataset; level of theory: wB97M-V/def2-TZVPD.

Structure (XYZ):
```
84
C23H35F5O20P | the OMol25 dataset | wB97M-V/def2-TZVPD
C -1.681 -0.509 1.698
C -0.189 -0.629 1.431
O 0.663 -0.069 2.471
H -2.221 -0.687 0.768
H -1.946 0.522 1.931
H -1.863 -1.132 2.573
H 0.081 -0.296 0.429
H -0.072 -1.711 1.503
C -5.042 6.464 -0.787
C -5.409 5.372 0.228
O -6.858 5.660 0.356
C -7.058 6.948 -0.003
O -8.058 7.589 0.217
O -6.069 7.419 -0.494
F -4.697 5.597 1.336
H -5.205 6.283 -1.850
H -4.109 6.994 -0.600
H -5.271 4.362 -0.158
C 5.805 5.339 2.905
C 5.426 5.163 1.502
O 6.676 5.539 0.839
C 7.572 6.007 1.746
O 8.625 6.439 1.403
O 7.108 5.921 3.010
F 4.576 6.090 1.118
H 6.073 4.388 3.366
H 5.072 5.931 3.454
H 5.011 4.189 1.245
C 6.956 -1.202 1.206
C 6.982 -2.270 2.326
O 7.978 -1.664 3.096
C 8.689 -0.662 2.493
O 9.635 -0.079 3.041
O 8.277 -0.641 1.199
F 7.343 -3.414 1.826
H 6.416 -0.319 1.547
H 6.566 -1.365 0.201
H 6.041 -2.326 2.872
C -1.313 -7.770 0.616
C -1.859 -8.704 -0.413
O -0.881 -9.594 -0.666
C 0.280 -9.121 -0.080
O 1.417 -9.596 -0.242
O 0.004 -8.133 0.742
F -2.229 -8.019 -1.569
H -1.789 -8.007 1.568
H -1.302 -6.721 0.321
H -2.796 -9.083 -0.006
C 0.989 -3.184 7.940
C 1.206 -4.280 6.941
O 0.020 -5.052 7.087
C -0.805 -4.491 8.069
O -1.948 -4.888 8.354
O -0.248 -3.518 8.623
F 2.241 -5.062 7.174
H 0.944 -2.145 7.616
H 1.918 -3.099 8.504
H 1.306 -3.916 5.918
C -5.908 -0.022 -3.268
C -5.317 0.882 -4.387
O -3.900 0.854 -4.159
P -2.844 1.143 -5.406
O -3.461 0.810 -6.726
O -2.274 2.626 -5.150
C -1.039 3.032 -5.731
C -0.964 4.565 -5.817
O -1.482 0.314 -5.016
C -1.695 -1.069 -4.905
C -0.287 -1.649 -4.898
H -5.822 0.498 -2.314
H -6.963 -0.269 -3.386
H -5.409 -0.988 -3.195
H -5.646 0.605 -5.389
H -5.762 1.873 -4.290
H -0.257 2.521 -5.171
H -0.954 2.648 -6.748
H -1.216 5.143 -4.928
H 0.050 4.892 -6.051
H -1.647 4.887 -6.603
H -2.209 -1.253 -3.962
H -2.232 -1.544 -5.726
H 0.201 -1.212 -4.028
H -0.278 -2.739 -4.919
H 0.332 -1.409 -5.763
```

Its HOMO-LUMO gap is 4.38 eV. Its total charge is -1. The value obtained for the LUMO energy is 1.57 eV. The electronic energy comes out at -3242.91026 Ha.

***

Record 7
2 unconnected molecules or ions with the total composition CH4N2O2S at a distorted geometry. Source: the OMol25 dataset; level of theory: wB97M-V/def2-TZVPD.

Structure (XYZ):
```
10
CH4N2O2S | the OMol25 dataset | wB97M-V/def2-TZVPD
C 0.553 0.487 -0.968
N 1.420 -0.076 -1.787
N -0.813 -0.454 1.827
O -0.190 -1.026 2.690
O -2.134 -0.345 2.101
S -1.080 0.785 -1.035
H 1.074 0.639 0.066
H 2.356 -0.131 -1.515
H 1.283 -0.075 -2.781
H -2.470 0.196 1.402
```

Its HOMO-LUMO gap (alpha / beta) is 8.20 / 7.05 eV. Its multiplicity is 3. The value obtained for the LUMO energy (alpha / beta) is 0.48 / -1.76 eV. The expectation value of S² is 2.01. The electronic energy comes out at -698.48849 Ha.

***

Record 8
C4H12N2S in the gas phase at a distorted geometry. Source: the OMol25 dataset; level of theory: wB97M-V/def2-TZVPD.

Structure (XYZ):
```
19
C4H12N2S | the OMol25 dataset | wB97M-V/def2-TZVPD
N -0.316 1.250 -2.456
C -0.662 0.624 -1.169
C 0.285 1.074 -0.083
N 0.083 2.490 0.340
C 0.351 0.353 1.300
C 0.881 -1.086 1.327
S -0.226 -2.321 0.490
H -0.353 0.518 -3.160
H -1.021 1.904 -2.782
H -0.643 -0.471 -1.158
H -1.745 0.736 -0.932
H 1.280 1.140 -0.547
H 0.048 3.073 -0.490
H -0.765 2.524 0.901
H 1.000 1.058 1.869
H -0.689 0.403 1.634
H 1.941 -1.107 0.996
H 0.912 -1.361 2.388
H 0.806 -3.116 0.172
```

The structure (SMILES) is NC[C@@H](N)CCS. Its HOMO-LUMO gap is 9.80 eV. The value obtained for the LUMO energy is 0.83 eV. The electronic energy comes out at -667.27201 Ha.

***

Record 9
A molecular structure, N6O19V at a distorted geometry. Source: the OMol25 dataset; level of theory: wB97M-V/def2-TZVPD.

Structure (XYZ):
```
26
N6O19V | the OMol25 dataset | wB97M-V/def2-TZVPD
O -2.065 0.227 0.548
V -0.666 0.102 -0.415
N 2.499 -0.832 -1.420
O 1.238 -0.536 -1.390
O 2.907 -1.672 -0.580
O 3.124 -0.198 -2.258
N -0.627 1.009 3.811
O -0.836 1.662 2.872
O -1.162 -0.065 4.022
O 0.249 1.397 4.471
N 1.197 -1.692 1.757
O 0.392 -0.936 1.330
O 2.198 -1.103 2.031
O 1.132 -2.908 1.739
N 1.061 3.008 -0.646
O 0.205 2.293 -0.175
O 1.730 2.388 -1.399
O 1.076 4.193 -0.169
N -1.798 1.662 -3.038
O -1.642 0.722 -2.288
O -0.919 1.635 -3.919
O -2.739 2.419 -2.843
N -1.700 -3.192 -0.466
O -0.971 -2.242 -0.844
O -2.434 -3.067 0.405
O -1.450 -4.275 -1.136
```

Its HOMO-LUMO gap (alpha / beta) is 5.82 / 5.84 eV. Its multiplicity is 2. Its total charge is -4. The value obtained for the LUMO energy (alpha / beta) is 9.41 / 9.41 eV. The expectation value of S² is 0.97. The electronic energy comes out at -2701.11626 Ha.

***

Record 10
A molecular structure, C2H4N2 at a distorted geometry. Source: the OMol25 dataset; level of theory: wB97M-V/def2-TZVPD.

Structure (XYZ):
```
8
C2H4N2 | the OMol25 dataset | wB97M-V/def2-TZVPD
C 0.674 0.263 0.479
C 0.326 -0.536 -0.515
N 1.224 0.650 1.507
N 0.196 -0.966 -1.658
H 0.120 -0.316 -2.441
H 1.489 -0.010 2.238
H -1.659 0.530 0.378
H -2.370 0.384 0.012
```

Its HOMO-LUMO gap is 7.88 eV. The value obtained for the LUMO energy is -0.46 eV. The electronic energy comes out at -187.96313 Ha.

***

Record 11
A gas-phase ion, C6H12N4O2 (charge +2) at a distorted geometry. Source: the OMol25 dataset; level of theory: wB97M-V/def2-TZVPD.

Structure (XYZ):
```
24
C6H12N4O2 | the OMol25 dataset | wB97M-V/def2-TZVPD
C -0.077 0.678 0.447
C -2.879 -0.396 0.290
C 2.603 0.075 0.126
C 1.504 -0.821 -0.601
C 2.186 1.534 0.307
C 0.243 -0.738 0.279
N -2.039 -1.515 0.334
N -2.384 0.563 -0.678
N 0.782 1.646 0.475
N -0.782 -1.543 -0.426
O -3.878 -0.289 0.926
O -3.066 1.615 -0.718
H 2.970 -0.391 0.948
H 3.398 0.161 -0.609
H 1.221 -0.250 -1.557
H 1.933 -1.854 -0.580
H 2.778 2.114 1.095
H 2.345 1.925 -0.776
H 0.420 -1.153 1.239
H -2.474 -2.368 0.651
H 0.356 2.568 0.645
H -0.887 -0.945 -1.299
H -0.502 -2.550 -0.403
H -3.772 1.932 -0.112
```

Its HOMO-LUMO gap (alpha / beta) is 9.09 / 7.24 eV. Its total charge is +2. The value obtained for the LUMO energy (alpha / beta) is -9.40 / -10.43 eV. The electronic energy comes out at -604.44083 Ha.

***

Record 12
A gas-phase ion, C9H15ClNO (charge +1) at a distorted geometry. Source: the OMol25 dataset; level of theory: wB97M-V/def2-TZVPD.

Structure (XYZ):
```
27
C9H15ClNO | the OMol25 dataset | wB97M-V/def2-TZVPD
C -2.644 1.710 -0.274
C -2.093 0.386 0.414
Cl -3.221 -0.979 0.369
C -1.078 0.404 1.545
C -0.602 -0.049 0.215
N 0.438 0.239 -0.738
C 1.702 0.908 -0.444
C 2.370 0.447 0.849
O 2.436 -0.996 0.839
C 1.198 -1.660 0.794
C 0.228 -1.185 -0.237
C -0.307 -2.150 -1.218
H -2.595 1.617 -1.298
H -2.092 2.560 0.066
H -3.617 1.813 -0.062
H -0.931 -0.389 2.410
H -0.718 1.441 1.921
H 0.167 0.148 -1.666
H 1.576 2.002 -0.446
H 2.378 0.487 -1.107
H 3.450 0.868 0.818
H 1.902 0.783 1.794
H 0.779 -1.427 1.891
H 1.351 -2.693 0.605
H 0.516 -2.576 -1.760
H -1.051 -1.681 -1.986
H -0.860 -2.962 -0.754
```

The structure (SMILES) is C[C@]1(Cl)C[C@]12[N@H+]1CCOC[C@]12C. Its HOMO-LUMO gap is 11.17 eV. Its total charge is +1. The value obtained for the LUMO energy is -2.77 eV. The electronic energy comes out at -941.74527 Ha.